Version 1
Molecular formula: C6H11NO2
Method: DFT, ωB97M-V/def2-TZVPD

* SMILES: C[C@]1(CC=O)N[C@H]1CO
* E_HOMO: -9.300 eV
* gap between HOMO and LUMO: 9.87 eV
* LUMO level: 0.0210 Eh

Each line ends with the natural charge from an NBO analysis.
Atoms and positions in Å:
C (-0.7773, -1.7158, -1.0515)  -0.649
C (-0.2730, -0.4648, -0.3298)  0.140
C (1.2997, -0.1839, -0.5263)  -0.552
C (1.9879, -1.3039, 0.2566)  0.403
C (-1.3543, 0.7210, -0.1725)  -0.136
C (-1.1456, 2.2184, -0.3405)  -0.086
H (-0.6188, -2.7129, -0.4884)  0.237
H (-0.3869, -1.5621, -2.1376)  0.223
H (-1.7969, -1.6769, -1.0913)  0.203
H (1.6514, -0.2362, -1.6839)  0.221
H (1.4214, 0.8391, -0.1918)  0.294
H (3.0697, -1.7211, -0.1284)  0.153
H (-1.5916, -0.8701, 1.0908)  0.355
H (-2.3181, 0.4614, -0.7236)  0.192
H (-1.2507, 2.5810, -1.4807)  0.210
H (-2.1280, 2.7407, 0.2981)  0.171
H (0.0659, 2.2128, 1.2452)  0.486
N (-0.8896, -0.1091, 1.0516)  -0.588
O (1.2459, -1.8801, 1.1955)  -0.542
O (0.2148, 2.5153, 0.1688)  -0.736

Version 2
Molecular formula: C6H11NO2
Method: DFT, ωB97M-V/def2-TZVPD

* SMILES: CC(O)=C=O.C=C(C)N
* E_HOMO: -6.550 eV
* gap between HOMO and LUMO: 7.28 eV
* LUMO level: 0.0270 Eh

Each line ends with the natural charge from an NBO analysis.
Atoms and positions in Å:
C (-1.2942, 0.3373, -0.0118)  -0.035
C (-1.2170, 1.7390, 0.5408)  -0.632
C (0.9267, -1.7460, -0.8183)  -0.665
C (-1.4779, -0.6814, 0.9177)  0.696
C (0.8980, -0.3797, -0.1736)  0.216
N (0.6715, -0.5249, 1.3114)  -0.846
C (1.6465, 0.6293, -0.7098)  -0.523
O (-1.6511, 0.1778, -1.3427)  -0.694
O (-2.1825, -1.5275, 1.3530)  -0.478
H (-1.3178, 0.9588, -1.8168)  0.477
H (1.0680, 0.2585, 1.8238)  0.382
H (0.9857, -1.3968, 1.7199)  0.388
H (-0.3771, 1.8428, 1.2287)  0.208
H (-1.0376, 2.4863, -0.2348)  0.211
H (-2.1276, 1.9624, 1.0994)  0.218
H (0.1170, -2.3720, -0.4408)  0.218
H (1.8574, -2.2617, -0.5774)  0.221
H (0.8042, -1.6569, -1.8944)  0.233
H (1.7879, 1.5824, -0.2230)  0.197
H (1.9199, 0.5724, -1.7512)  0.208

How far above the most stable structure does each one sit? In kJ/mol: version 1 54.2; version 2 0.0.

Version 1
Molecular formula: C6H11NO2
Method: DFT, ωB97M-V/def2-TZVPD

* SMILES: [H]/N=C/CC(C)(C)C(=O)O
* E_HOMO: -9.516 eV
* gap between HOMO and LUMO: 10.26 eV
* LUMO level: 0.0275 Eh

Each line ends with the natural charge from an NBO analysis.
Atoms and positions in Å:
C (0.3175, -0.0997, 0.0756)  -0.098
C (-1.0669, -0.4765, 0.4931)  -0.467
C (0.7353, 1.2926, 0.5267)  -0.621
C (0.5663, -0.3025, -1.4121)  -0.628
C (1.2448, -1.1921, 0.9457)  0.803
C (-2.1695, 0.4782, -0.1678)  0.174
O (2.4911, -1.3673, 0.4632)  -0.700
N (-1.9891, 1.2698, -1.1198)  -0.656
O (0.9630, -1.6857, 2.0098)  -0.612
H (3.0034, -1.9489, 1.0500)  0.497
H (-2.8316, 1.6897, -1.5119)  0.353
H (-1.2191, -0.3633, 1.5679)  0.238
H (-1.3116, -1.4984, 0.2001)  0.232
H (-3.1512, 0.3217, 0.3095)  0.142
H (1.8183, 1.3757, 0.4493)  0.220
H (0.2334, 2.0360, -0.0863)  0.237
H (1.6024, -0.0787, -1.6548)  0.220
H (0.3286, -1.3215, -1.7110)  0.207
H (-0.0289, 0.3980, -1.9924)  0.248
H (0.4637, 1.4729, 1.5653)  0.212

Version 2
Molecular formula: C6H11NO2
Method: DFT, ωB97M-V/def2-TZVPD

* SMILES: CC(=O)C/C(C)=C(\N)O
* E_HOMO: -7.709 eV
* gap between HOMO and LUMO: 8.41 eV
* LUMO level: 0.0256 Eh

Each line ends with the natural charge from an NBO analysis.
Atoms and positions in Å:
C (0.0975, -0.1132, -1.3208)  -0.520
C (2.0240, -1.3159, -0.1158)  -0.741
C (-0.9872, 2.0006, -0.3865)  -0.641
C (-0.9867, -0.1441, 0.8936)  0.476
C (1.4810, 0.0000, -0.6040)  0.624
C (-0.7585, 0.5187, -0.2636)  -0.171
N (-0.9009, -1.5234, 1.0523)  -0.844
O (-1.4768, 0.4639, 2.0220)  -0.691
O (2.0827, 1.0333, -0.5191)  -0.567
H (-1.2745, 1.4075, 1.9967)  0.493
H (-1.2522, -2.0645, 0.2706)  0.386
H (-1.3114, -1.8107, 1.9296)  0.394
H (-0.1566, -1.1530, -1.5123)  0.205
H (0.0898, 0.4830, -2.2319)  0.233
H (3.0203, -1.1778, 0.2980)  0.228
H (1.3699, -1.6929, 0.6733)  0.259
H (2.0502, -2.0592, -0.9138)  0.224
H (-0.1248, 2.5638, -0.0043)  0.224
H (-1.1093, 2.2702, -1.4405)  0.222
H (-1.8764, 2.3139, 0.1767)  0.206

Version 3
Molecular formula: C6H11NO2
Method: DFT, ωB97M-V/def2-TZVPD

* SMILES: CC1(C)C[C@H]1C(=O)NO
* E_HOMO: -9.324 eV
* gap between HOMO and LUMO: 10.09 eV
* LUMO level: 0.0282 Eh

Each line ends with the natural charge from an NBO analysis.
Atoms and positions in Å:
C (0.5263, -0.7565, 0.0024)  -0.026
C (-0.4002, -0.1036, -1.0076)  -0.344
C (-0.5399, -1.5620, -0.6870)  -0.398
C (0.3226, -0.4337, 1.4676)  -0.611
C (1.9755, -0.9110, -0.3845)  -0.596
N (-0.7469, 2.0855, -0.2361)  -0.325
C (-1.3609, 0.8985, -0.4552)  0.635
O (-1.4129, 3.0456, 0.5394)  -0.550
O (-2.5417, 0.7428, -0.1970)  -0.633
H (-2.3137, 2.6708, 0.6206)  0.492
H (0.2515, 2.2207, -0.2250)  0.392
H (0.0228, 0.1749, -1.9654)  0.238
H (-0.2497, -2.2718, -1.4474)  0.219
H (-1.4010, -1.8637, -0.1118)  0.233
H (0.8287, 0.4918, 1.7399)  0.206
H (2.4378, -1.7061, 0.2016)  0.213
H (-0.7336, -0.3329, 1.7044)  0.223
H (0.7389, -1.2317, 2.0773)  0.217
H (2.5269, 0.0094, -0.1984)  0.205
H (2.0693, -1.1669, -1.4379)  0.210

How far above the most stable structure does each one sit? In kJ/mol: version 1 0.0; version 2 30.0; version 3 143.0.

Version 1
Molecular formula: C6H11NO2
Method: DFT, ωB97M-V/def2-TZVPD

* SMILES: C=NC(=C)C(OC)OC
* E_HOMO: -8.820 eV
* gap between HOMO and LUMO: 9.78 eV
* LUMO level: 0.0353 Eh

Each line ends with the natural charge from an NBO analysis.
Atoms and positions in Å:
C (-0.8545, -2.3366, -0.2381)  -0.424
C (-2.0122, 0.1346, 1.6303)  -0.008
C (-0.6772, -1.1276, 0.2731)  0.144
C (0.0507, 2.4550, -0.7058)  -0.255
C (2.1802, -0.8503, 0.0098)  -0.303
C (0.1392, 0.1237, -0.5055)  0.377
N (-1.2343, -0.8329, 1.5040)  -0.449
O (-0.6142, 1.2303, -0.4944)  -0.541
O (1.3437, 0.3194, 0.2108)  -0.559
H (-1.3563, -3.0107, 0.3419)  0.202
H (-0.5646, -2.5930, -1.1280)  0.189
H (-2.5695, 0.3014, 2.6481)  0.165
H (-2.3937, 0.8585, 0.7780)  0.174
H (-0.5018, 3.4009, -0.3744)  0.203
H (0.1719, 2.6448, -1.9275)  0.147
H (1.0267, 2.5766, -0.3935)  0.197
H (3.0450, -0.4796, 0.6660)  0.210
H (2.6141, -0.8789, -1.1347)  0.176
H (1.7546, -1.8856, 0.3774)  0.213
H (0.4523, -0.0499, -1.5374)  0.142

Version 2
Molecular formula: C6H11NO2
Method: DFT, ωB97M-V/def2-TZVPD

* E_HOMO: -9.554 eV
* gap between HOMO and LUMO: 10.15 eV
* LUMO level: 0.0220 Eh

Each line ends with the natural charge from an NBO analysis.
Atoms and positions in Å:
C (0.4162, 0.8181, -2.1196)  0.042
O (1.2489, 1.2721, -1.2024)  -0.787
C (-0.7047, -0.4596, -1.4877)  -0.179
C (-1.3286, -1.4782, -1.6806)  -0.286
H (1.3574, 0.4584, -0.2787)  0.498
H (-0.3259, 1.5635, -2.4305)  0.172
H (0.8631, 0.2628, -2.9549)  0.171
H (-1.9287, -2.3494, -1.6999)  0.232
C (1.4168, -1.3224, 1.3132)  -0.417
C (-1.2923, 1.3540, 0.8845)  -0.734
N (0.7769, -0.0453, 0.9778)  -0.689
C (-0.6956, -0.0249, 1.0315)  0.748
O (-1.2945, -0.9692, 1.4790)  -0.559
H (1.2097, 0.7598, 1.4169)  0.409
H (2.4835, -1.2588, 1.1143)  0.207
H (0.9492, -2.0735, 0.6765)  0.232
H (1.2340, -1.5765, 2.3565)  0.203
H (-0.6383, 2.0515, 0.3716)  0.240
H (-1.5109, 1.7501, 1.8780)  0.242
H (-2.2362, 1.2673, 0.3546)  0.256

Version 3
Molecular formula: C6H11NO2
Method: DFT, ωB97M-V/def2-TZVPD

* E_HOMO: -7.081 eV
* gap between HOMO and LUMO: 7.77 eV
* LUMO level: 0.0255 Eh

Each line ends with the natural charge from an NBO analysis.
Atoms and positions in Å:
C (-0.9773, 0.0222, 0.3078)  0.189
C (0.3302, -0.4352, 0.5274)  -0.280
C (-1.3993, -1.8533, -0.3265)  -0.127
C (-0.5789, -0.1689, 1.7161)  -0.440
C (2.4475, 1.3317, -0.6070)  -0.740
C (1.3735, 1.2411, 0.4692)  0.583
N (-1.6317, 0.9241, -0.4442)  -0.857
O (-1.2237, -1.7818, -1.7224)  -0.726
O (1.2200, 2.1338, 1.2698)  -0.573
H (-0.2997, -1.9624, -1.9274)  0.466
H (1.0399, -1.1720, 0.1962)  0.215
H (-1.6141, 0.7756, -1.4440)  0.410
H (-2.0291, 1.7232, 0.0278)  0.408
H (-2.4670, -1.8424, -0.1147)  0.169
H (-0.9432, -2.7365, 0.1305)  0.160
H (-1.0149, -0.9940, 2.2683)  0.216
H (-0.3451, 0.7070, 2.3130)  0.241
H (2.0228, 1.8278, -1.4823)  0.239
H (3.2996, 1.9206, -0.2578)  0.235
H (2.7904, 0.3391, -0.8998)  0.214

Version 4
Molecular formula: C6H11NO2
Method: DFT, ωB97M-V/def2-TZVPD

* SMILES: C=C([NH2+]C)/C(C)=C(/[O-])O
* E_HOMO: -7.157 eV
* gap between HOMO and LUMO: 7.74 eV
* LUMO level: 0.0213 Eh

Each line ends with the natural charge from an NBO analysis.
Atoms and positions in Å:
C (-1.1311, 1.8406, 0.7102)  -0.412
C (0.4173, 0.8123, -1.8744)  -0.824
C (1.9398, -1.3812, -0.3158)  -0.611
N (-1.2664, 0.8138, -0.3497)  -0.622
C (0.0060, -1.4281, 1.2629)  0.754
C (0.0169, 0.1332, -0.6953)  0.236
C (0.5836, -0.8472, 0.0743)  -0.310
O (-1.3263, -1.0866, 1.5140)  -0.759
O (0.5793, -2.1520, 2.0535)  -0.622
H (-1.5465, -1.5173, 2.3527)  0.502
H (-1.9804, 0.1291, -0.0732)  0.443
H (-0.8674, 1.3708, 1.6535)  0.225
H (-0.3563, 2.5420, 0.4011)  0.227
H (-2.0782, 2.3698, 0.8111)  0.208
H (-1.0734, 1.4012, -1.3687)  0.458
H (1.4566, 0.8009, -2.1736)  0.224
H (-0.2421, 0.7493, -2.7402)  0.224
H (2.7411, -0.7463, 0.0713)  0.210
H (2.0392, -1.4227, -1.4008)  0.215
H (2.0882, -2.3817, 0.0870)  0.234

How far above the most stable structure does each one sit? In kJ/mol: version 1 181.5; version 2 133.8; version 3 230.1; version 4 0.0.